(1)
{
  "formula": "C20H48N10O2P2",
  "method": "ωB97M-V/def2-TZVPD",
  "lumo_energy_ev": 0.104,
  "relative_energy_kcal_mol": 913.1,
  "charge": 0,
  "homo_energy_ha": -0.2181,
  "homo_lumo_gap_ev": 6.0,
  "elements": ["O", "P", "N", "C", "C", "N", "C", "C", "N", "C", "C", "H", "H", "H", "H", "H", "H", "H", "H", "H", "H", "H", "H", "H", "H", "H", "H", "H", "H", "O", "P", "N", "C", "C", "N", "C", "C", "N", "C", "C", "H", "H", "H", "H", "H", "H", "H", "H", "H", "H", "H", "H", "H", "H", "H", "H", "H", "H", "C", "C", "N", "H", "H", "H", "C", "C", "N", "H", "H", "H", "C", "C", "N", "H", "H", "H", "C", "C", "N", "H", "H", "H"],
  "coordinates": [[-1.207, 13.480, -17.584], [-1.029, 14.682, -18.493], [0.599, 15.372, -18.496], [1.144, 16.169, -19.621], [1.438, 15.481, -17.231], [-2.113, 16.031, -18.180], [-2.143, 17.157, -19.135], [-2.297, 16.473, -16.856], [-1.400, 14.252, -20.182], [-2.679, 14.498, -20.834], [-0.518, 13.187, -20.799], [2.227, 16.107, -19.731], [0.902, 17.229, -19.543], [0.824, 15.886, -20.624], [0.873, 15.707, -16.326], [2.257, 16.178, -17.411], [1.904, 14.501, -17.132], [-3.168, 17.465, -19.340], [-1.505, 17.983, -18.822], [-1.778, 16.858, -20.118], [-2.639, 15.679, -16.192], [-1.444, 16.839, -16.285], [-3.013, 17.294, -16.880], [-2.721, 15.347, -21.516], [-2.997, 13.596, -21.356], [-3.411, 14.633, -20.038], [0.518, 13.354, -20.507], [-0.576, 13.268, -21.884], [-0.793, 12.184, -20.473], [-9.084, 13.742, -15.085], [-8.950, 12.812, -16.214], [-8.129, 11.364, -15.838], [-7.508, 10.555, -16.953], [-8.552, 10.590, -14.730], [-8.047, 13.504, -17.481], [-6.640, 13.834, -17.248], [-8.764, 14.630, -18.215], [-10.466, 12.343, -16.961], [-10.485, 11.369, -17.999], [-11.594, 12.085, -15.996], [-6.606, 10.072, -16.577], [-7.234, 11.180, -17.803], [-8.191, 9.793, -17.327], [-7.681, 10.035, -14.381], [-9.375, 9.917, -14.970], [-8.815, 11.163, -13.841], [-6.110, 13.987, -18.189], [-6.527, 14.781, -16.720], [-6.251, 12.989, -16.680], [-8.082, 15.194, -18.851], [-9.687, 14.394, -18.745], [-8.960, 15.362, -17.431], [-9.863, 11.665, -18.844], [-10.291, 10.391, -17.560], [-11.492, 11.335, -18.416], [-11.592, 11.069, -15.603], [-12.558, 12.381, -16.409], [-11.321, 12.606, -15.079], [-4.887, 17.341, -15.272], [-3.867, 16.300, -15.302], [-3.076, 15.433, -15.412], [-5.019, 17.797, -16.253], [-4.584, 18.088, -14.539], [-5.856, 16.934, -14.985], [-4.153, 15.799, -18.026], [-5.143, 14.921, -18.606], [-5.935, 14.229, -19.057], [-3.246, 15.205, -17.917], [-4.466, 16.151, -17.043], [-3.947, 16.681, -18.633], [-4.317, 19.390, -19.781], [-3.918, 18.621, -18.649], [-3.626, 17.936, -17.764], [-4.945, 20.127, -19.281], [-5.008, 18.848, -20.427], [-3.435, 19.726, -20.327], [-4.236, 14.255, -21.780], [-4.194, 15.414, -20.870], [-4.043, 16.287, -20.156], [-5.247, 14.247, -22.188], [-4.215, 13.301, -21.252], [-3.389, 14.320, -22.463]]
}

***

(2)
{
  "formula": "C11H11FNO",
  "method": "ωB97M-V/def2-TZVPD",
  "lumo_energy_ev": [-6.092, -6.097],
  "relative_energy_kcal_mol": 46.1,
  "charge": 1,
  "homo_energy_ha": [-0.4548, -0.4548],
  "homo_lumo_gap_ev": [6.3, 6.3],
  "elements": ["C", "C", "C", "C", "C", "C", "C", "C", "C", "C", "C", "N", "O", "F", "H", "H", "H", "H", "H", "H", "H", "H", "H", "H", "H"],
  "coordinates": [[-2.929, 0.834, -1.098], [-2.167, 1.710, -0.348], [-2.626, -0.600, -1.022], [-1.130, 1.332, 0.572], [-1.797, -1.051, -0.056], [-1.071, -0.186, 0.872], [-0.944, -2.172, -0.369], [0.332, -2.120, -0.527], [3.554, -0.205, 0.106], [2.383, 0.654, -0.162], [1.277, 0.675, 0.849], [-0.011, 0.446, 0.250], [2.580, -0.631, -0.803], [-0.949, -0.659, 2.130], [-3.500, 1.271, -1.939], [-2.568, 2.704, -0.188], [-3.191, -1.407, -1.545], [-0.905, 2.058, 1.284], [-1.493, -3.031, -0.363], [1.450, -1.903, -0.683], [4.495, 0.009, -0.413], [3.664, -0.621, 1.143], [2.701, 1.616, -0.592], [1.353, 1.504, 1.481], [1.492, -0.226, 1.423]]
}

***

(3)
{
  "formula": "C18H45ClLiN3O6",
  "method": "ωB97M-V/def2-TZVPD",
  "lumo_energy_ev": -1.425,
  "relative_energy_kcal_mol": 97.4,
  "charge": 0,
  "homo_energy_ha": -0.3039,
  "homo_lumo_gap_ev": 6.8,
  "elements": ["Li", "Cl", "C", "O", "C", "C", "N", "C", "C", "O", "C", "H", "H", "H", "H", "H", "H", "H", "H", "H", "H", "H", "H", "H", "H", "H", "C", "O", "C", "C", "N", "C", "C", "O", "C", "H", "H", "H", "H", "H", "H", "H", "H", "H", "H", "H", "H", "H", "H", "H", "C", "O", "C", "C", "N", "C", "C", "O", "C", "H", "H", "H", "H", "H", "H", "H", "H", "H", "H", "H", "H", "H", "H", "H"],
  "coordinates": [[5.573, -3.586, -1.086], [3.719, -2.487, -2.087], [-1.501, 5.112, 6.365], [-1.941, 3.852, 5.806], [-1.159, 3.562, 4.668], [-1.309, 2.087, 4.215], [-0.408, 1.725, 3.136], [-0.607, 0.283, 2.713], [0.271, -0.159, 1.585], [0.262, -1.571, 1.275], [1.026, -1.956, 0.167], [-2.109, 5.304, 7.249], [-1.670, 5.947, 5.685], [-0.481, 5.120, 6.751], [-0.089, 3.621, 4.870], [-1.385, 4.195, 3.810], [-2.343, 1.889, 3.934], [-1.230, 1.433, 5.083], [-0.804, 2.329, 2.429], [-1.652, 0.259, 2.403], [-0.491, -0.444, 3.517], [1.294, 0.138, 1.812], [0.014, 0.352, 0.657], [0.521, -1.566, -0.716], [0.961, -3.032, 0.005], [2.081, -1.700, 0.260], [5.786, 5.713, 1.603], [4.971, 5.414, 0.486], [4.853, 4.041, 0.315], [3.904, 3.550, -0.793], [4.284, 4.035, -2.118], [3.232, 3.836, -3.113], [2.785, 2.360, -3.342], [1.713, 2.111, -2.452], [1.459, 0.704, -2.211], [6.745, 5.199, 1.538], [5.351, 5.411, 2.556], [5.906, 6.791, 1.710], [4.477, 3.711, 1.284], [5.844, 3.587, 0.326], [2.892, 3.825, -0.496], [3.823, 2.463, -0.793], [4.652, 4.975, -2.107], [3.509, 4.381, -4.015], [2.281, 4.283, -2.822], [3.563, 1.606, -3.222], [2.471, 2.294, -4.384], [1.124, 0.192, -3.113], [0.639, 0.540, -1.513], [2.316, 0.132, -1.853], [-7.683, -4.022, -2.430], [-6.257, -4.226, -2.332], [-5.871, -5.524, -1.789], [-4.596, -5.505, -0.895], [-3.400, -5.367, -1.709], [-2.230, -5.068, -0.898], [-0.931, -4.928, -1.718], [-1.095, -3.793, -2.580], [0.106, -3.382, -3.262], [-7.947, -3.312, -3.213], [-8.051, -3.674, -1.465], [-8.221, -4.924, -2.722], [-5.666, -6.164, -2.648], [-6.703, -5.954, -1.232], [-4.418, -6.468, -0.415], [-4.724, -4.728, -0.142], [-3.468, -4.636, -2.402], [-2.093, -5.869, -0.171], [-2.317, -4.190, -0.258], [-0.689, -5.829, -2.281], [-0.127, -4.598, -1.061], [0.492, -4.139, -3.944], [0.826, -3.053, -2.512], [-0.056, -2.509, -3.894]]
}

***

> What is the formula in the first record?

C20H48N10O2P2